21
Properties=species:S:1:pos:R:3:forces:R:3:nbo_charge:R:1 method="wB97M-V/def2-TZVPD" energy_ev=-8939.31326 gap_ev=4.34 homo_ev=-12.2 charge=+1 mol_weight_g_mol=104.173 lumo_energy_ev=-7.828
C -0.603742 -0.644404 1.054191 -0.9 0.1 -0.3 -0.21
O -1.786970 -0.571536 0.163256 2.0 -1.0 -0.2 -0.62
C 0.614393 -1.117693 0.333194 -2.3 2.9 -3.9 0.47
C 1.076032 -0.306653 -0.831003 -1.0 1.2 1.8 -0.55
C 2.576487 0.083282 -0.753621 1.6 -0.7 0.4 -0.36
C 2.854945 1.001925 0.457718 0.8 -1.4 0.6 -0.61
N -4.692392 0.582267 -0.253864 3.1 -1.1 0.1 -1.09
H -0.466326 0.379018 1.375853 0.1 0.2 0.3 0.25
H -0.813889 -1.317085 1.848364 -0.3 -0.3 1.0 0.22
H -1.950128 -1.451006 -0.263549 0.0 0.9 0.6 0.50
H 0.798053 -2.135197 0.347319 1.3 -2.1 0.6 0.20
H 0.426768 0.631179 -0.859435 0.9 -1.2 -0.2 0.26
H 0.997883 -0.899403 -1.742826 -0.2 -0.4 -0.1 0.32
H 2.903085 0.528522 -1.714614 -0.4 -0.2 0.5 0.25
H 3.151160 -0.887898 -0.628272 -0.5 1.2 -0.2 0.22
H 3.951070 1.201151 0.620724 -1.1 -0.2 -0.4 0.26
H 2.496249 0.461201 1.374456 0.3 0.5 -0.5 0.19
H 2.339234 1.937773 0.405977 -0.3 0.6 -0.1 0.23
H -3.999282 0.938341 0.424469 -1.1 -0.1 -0.6 0.36
H -5.586060 0.954826 -0.170150 -1.5 1.0 0.1 0.37
H -4.286561 0.631386 -1.188193 -0.6 0.2 0.4 0.36

***

19
Properties=species:S:1:pos:R:3:forces:R:3:nbo_charge:R:1 method="wB97M-V/def2-TZVPD" energy_ev=-9934.38231 gap_ev="9.54 / 6.79" homo_ev="-9.0 / -7.1" charge=0 mol_weight_g_mol=113.160 lumo_energy_ev="0.493 / -0.283"
C -0.240340 0.457835 0.266961 0.4 0.0 -0.4 -0.17
C 0.570175 -0.787773 -0.048172 -0.5 -0.1 0.2 0.34
C 0.132744 1.040831 1.642618 0.0 -0.1 -0.2 -0.59
C -0.051524 1.523894 -0.834746 -0.5 -0.2 0.2 -0.61
C 0.156880 -1.847283 -1.010521 0.1 0.3 -0.2 -0.71
O 1.891227 -0.585133 0.055912 1.3 0.2 0.0 -0.68
C -1.620066 -0.150482 0.437943 1.5 -1.3 1.0 -0.02
N -2.742974 0.179404 0.132781 -1.0 0.3 -0.3 -0.22
H 2.396572 -1.250703 -0.434114 -0.2 0.1 0.2 0.48
H -1.321182 -1.154456 0.991465 -1.1 1.0 -0.4 0.20
H 1.179624 1.347960 1.654433 -0.1 0.0 0.0 0.23
H -0.496393 1.908440 1.843818 0.0 0.0 0.0 0.22
H -0.020617 0.303096 2.431932 0.0 0.0 0.0 0.22
H -0.642265 2.407982 -0.601081 0.0 0.1 0.0 0.22
H 0.996475 1.817126 -0.903167 0.0 -0.1 0.1 0.22
H -0.385964 1.147491 -1.803104 0.0 0.0 0.0 0.21
H 0.592587 -1.622453 -1.999735 -0.1 -0.1 0.0 0.20
H 0.527163 -2.830572 -0.707913 0.0 0.0 0.0 0.22
H -0.922121 -1.905203 -1.115309 0.0 0.0 -0.1 0.24

***

18
Properties=species:S:1:pos:R:3:forces:R:3:nbo_charge:R:1 method="wB97M-V/def2-TZVPD" energy_ev=-21973.11026 gap_ev=9.22 homo_ev=-9.0 charge=0 smiles="C[C@]1(O)C=CC=C[C@H]1Cl" mol_weight_g_mol=144.601 lumo_energy_ev=0.224
C -0.157630 0.121166 -2.187038 -0.8 -1.3 1.3 -0.22
C -0.068694 1.306031 -1.326620 1.5 -0.3 0.4 -0.23
C -0.315681 -1.083811 -1.574623 -0.1 0.8 -2.3 -0.21
C 0.270224 1.260600 -0.023848 -0.6 2.3 -0.2 -0.22
C -0.486058 -1.201651 -0.152574 0.6 1.0 4.3 -0.21
C 0.335069 0.015653 0.737085 -1.1 -1.8 0.5 0.23
C -0.431331 0.172414 2.122653 0.7 0.8 -1.3 -0.63
O 1.766341 -0.236467 0.886591 -2.3 -0.6 1.3 -0.69
Cl 0.202724 -2.806576 0.479276 -0.6 0.8 -0.5 -0.08
H -0.136014 0.207744 -3.276295 0.1 0.0 0.5 0.23
H 0.095076 2.240246 -1.791176 -0.3 1.0 -0.6 0.21
H -0.368335 -1.998422 -2.151364 0.0 0.0 -0.1 0.23
H 0.574174 2.228879 0.533757 -0.6 -1.7 -1.0 0.23
H -1.556525 -1.144292 0.281684 1.6 -0.2 -1.1 0.24
H -1.493675 0.501987 1.942083 1.1 -0.5 0.1 0.22
H 0.067518 0.968823 2.709452 -0.2 -0.4 -0.3 0.22
H -0.380918 -0.749795 2.672650 -0.1 -0.4 0.2 0.23
H 2.083736 0.197469 0.118305 1.1 0.4 -1.1 0.47

***

20
Properties=species:S:1:pos:R:3:forces:R:3:nbo_charge:R:1 method="wB97M-V/def2-TZVPD" energy_ev=-11878.19627 gap_ev=8.15 homo_ev=-7.7 charge=0 smiles="CC(C)=CN(N)C(N)=O" mol_weight_g_mol=129.163 lumo_energy_ev=0.429
C -0.706298 1.214518 1.700317 0.0 0.0 0.0 -0.63
C 0.415890 1.806981 -0.504551 0.0 -0.1 0.1 -0.60
N 0.725172 -1.218576 -0.289860 -0.2 0.3 -0.1 -0.21
C -0.650833 -0.609282 -0.898367 0.4 0.1 0.2 0.72
N 1.670381 -2.088929 -0.840419 -0.1 0.1 0.1 -0.64
C 0.060528 0.717660 0.497767 -0.2 -0.2 -0.3 -0.18
N -1.795577 -1.163355 -0.280048 0.1 0.0 0.0 -0.88
C 0.989589 -0.355955 0.659371 -0.1 -0.2 -0.2 0.14
O -0.650438 -0.327686 -2.086000 0.0 -0.1 0.3 -0.69
H 1.169652 -2.797994 -1.364247 0.0 0.0 0.0 0.37
H 2.268493 -1.581388 -1.487208 -0.1 0.0 0.0 0.37
H -2.296607 -1.780701 -0.906649 0.1 0.1 0.0 0.38
H -1.650070 -1.563014 0.635284 0.0 0.0 -0.1 0.37
H 1.741515 -0.568778 1.419081 0.0 0.0 0.0 0.20
H -1.735649 1.436282 1.402305 0.0 0.0 0.0 0.23
H -0.283408 2.135997 2.118574 0.0 0.0 0.0 0.21
H -0.756383 0.469517 2.497932 0.0 0.0 0.0 0.20
H -0.497784 2.260828 -0.895365 0.0 0.0 0.0 0.22
H 1.010309 2.590070 -0.019702 0.0 0.0 0.0 0.20
H 0.971518 1.423805 -1.358216 0.0 0.0 0.0 0.23

***

64
Properties=species:S:1:pos:R:3:forces:R:3:nbo_charge:R:1 method="wB97M-V/def2-TZVPD" energy_ev=-64849.94130 gap_ev=6.71 homo_ev=-13.4 charge=+2 mol_weight_g_mol=689.943 lumo_energy_ev=-6.664
Hf -0.314281 -0.357633 0.136653 -0.7 -0.4 0.5 2.46
C -3.003462 -2.243950 0.495892 0.0 0.1 -0.1 -0.41
N -2.732744 -0.818381 0.103468 0.1 -0.3 0.3 -0.55
C -3.797171 -0.025277 0.762970 0.1 0.0 -0.1 -0.41
C -2.780137 -0.677952 -1.359550 -0.1 0.1 0.0 0.03
C -3.806298 -0.045350 -2.058834 0.1 0.1 0.1 -0.22
C -3.755542 0.007825 -3.439530 0.0 0.0 0.0 -0.18
C -2.685444 -0.558081 -4.128064 0.0 0.0 0.0 -0.15
C -1.658034 -1.179785 -3.445185 -0.1 0.2 -0.1 -0.23
C -1.710692 -1.248147 -2.056189 0.3 -0.4 0.2 0.18
N -0.697882 -1.773850 -1.232456 0.4 -0.4 -0.1 -0.91
C 0.272625 -2.719722 -1.623427 -0.4 0.1 0.1 0.19
C 0.098579 -3.670535 -2.621507 0.0 0.0 -0.1 -0.25
C 1.109502 -4.579227 -2.890536 0.0 0.0 0.0 -0.16
C 2.286767 -4.564316 -2.154459 0.0 0.0 0.0 -0.20
C 2.436769 -3.656497 -1.118019 0.0 0.0 0.0 -0.21
C 1.429463 -2.741883 -0.858688 0.1 0.1 0.3 0.06
N 1.477027 -1.840430 0.339587 0.2 -0.4 -0.4 -0.59
C 1.302251 -2.732381 1.533908 0.0 0.1 -0.1 -0.42
C 2.811898 -1.165812 0.396845 -0.2 0.0 0.1 -0.41
H -4.038212 -2.491161 0.257183 0.0 0.0 0.0 0.23
H -2.340936 -2.919654 -0.033420 0.0 0.0 0.0 0.24
H -2.861156 -2.342205 1.572946 0.0 0.0 0.0 0.21
H -4.772082 -0.378113 0.426221 0.0 0.0 0.0 0.22
H -3.739716 -0.172693 1.836144 0.0 0.0 0.0 0.22
H -3.699247 1.029984 0.528263 0.0 0.0 0.0 0.22
H -4.644056 0.402309 -1.546383 0.0 0.0 0.0 0.24
H -4.552102 0.497916 -3.981483 0.0 0.0 0.0 0.24
H -2.647470 -0.499784 -5.207297 0.0 0.0 0.0 0.24
H -0.803796 -1.572931 -3.976905 0.0 0.0 0.0 0.24
H -0.827929 -3.708499 -3.177795 0.0 0.0 0.0 0.24
H 0.970772 -5.312198 -3.673533 0.0 0.0 0.0 0.24
H 3.077895 -5.268400 -2.369295 0.0 0.0 0.0 0.24
H 3.337432 -3.691066 -0.520987 0.0 0.0 0.0 0.23
H 2.013457 -3.555103 1.486530 0.0 0.0 0.0 0.24
H 1.472542 -2.176282 2.451083 0.0 0.0 0.0 0.22
H 0.297271 -3.160721 1.521104 0.0 0.0 0.0 0.22
H 3.607220 -1.905174 0.392146 0.1 0.0 0.0 0.23
H 2.921885 -0.513904 -0.466962 0.0 0.0 0.0 0.24
H 2.888575 -0.592618 1.317628 0.0 0.0 0.0 0.21
Cl 2.015184 2.261825 0.970204 0.1 0.0 0.0 0.11
C 1.750940 1.834373 2.637132 0.0 0.0 0.1 -0.36
Cl 0.804404 0.278100 2.811450 0.1 0.1 -0.2 0.02
H 1.168035 2.599047 3.136660 0.0 0.0 0.0 0.25
H 2.699391 1.645290 3.125451 0.0 0.0 0.1 0.26
O -0.469572 2.233610 -2.766372 0.2 0.0 -0.3 -0.47
C -0.336091 1.819878 -1.664686 0.2 -0.2 0.4 0.75
O 0.421092 0.742688 -1.298023 -0.4 0.9 -0.3 -0.90
C -1.023450 2.466363 -0.475958 0.1 0.0 -0.1 0.16
C -1.358458 3.814723 -0.581077 0.0 0.0 0.0 -0.23
C -1.874593 4.431873 0.521997 0.0 0.1 0.0 -0.05
C -2.117251 3.686509 1.693618 -0.1 0.2 0.0 -0.11
C -2.704453 4.288674 2.837818 0.0 0.0 -0.1 -0.15
C -2.996069 3.543155 3.937623 0.0 -0.2 0.0 -0.18
C -2.721774 2.154446 3.933373 0.0 0.1 0.1 -0.15
C -2.147023 1.555146 2.851129 0.1 0.0 0.0 -0.25
C -1.806973 2.310030 1.706790 0.0 -0.2 -0.1 0.23
N -1.215812 1.715161 0.607465 0.0 0.5 -0.2 -0.65
H -1.174947 4.325410 -1.514994 0.0 0.0 0.0 0.28
H -2.110130 5.489439 0.506111 0.0 0.0 0.0 0.25
H -2.930015 5.347022 2.808748 0.0 0.0 0.0 0.24
H -3.452770 3.998196 4.805403 0.0 0.0 0.0 0.25
H -2.980963 1.557778 4.798226 0.0 0.0 0.0 0.24
H -1.973327 0.487576 2.865746 0.1 0.0 0.0 0.21

***

14
Properties=species:S:1:pos:R:3:forces:R:3:nbo_charge:R:1 method="wB97M-V/def2-TZVPD" energy_ev=-18059.41577 gap_ev=9.87 homo_ev=-9.0 charge=0 smiles="F/C(=N/N1CC1)C(F)(F)F" mol_weight_g_mol=156.082 lumo_energy_ev=0.841
C 0.239165 -0.252180 -1.674817 -1.9 3.3 -0.5 -0.25
C -0.043979 -1.721541 -1.458621 1.5 -2.0 -2.4 -0.24
C -0.232310 0.076945 1.616006 1.1 -0.3 -3.0 0.43
C -0.034743 1.558504 1.425459 0.6 0.7 0.8 0.91
N 0.344251 -0.879297 -0.417894 0.1 -0.6 0.3 -0.23
N -0.134082 -0.871516 0.776254 -1.4 0.7 3.5 -0.22
F -0.625602 -0.155215 2.842176 -0.3 -0.6 1.0 -0.29
F -1.144366 2.131825 1.861773 -0.6 0.7 0.9 -0.31
F 1.033695 2.060560 2.144310 -1.0 -0.6 -0.5 -0.33
F 0.105473 2.004118 0.190290 0.6 -0.5 -0.9 -0.31
H 1.220956 0.140883 -1.907207 0.0 -0.3 -1.0 0.21
H -0.590699 0.555093 -1.922790 1.4 -2.1 0.7 0.21
H -0.967501 -2.335798 -1.695124 0.5 1.7 0.9 0.23
H 0.829743 -2.312380 -1.779815 -0.5 -0.2 0.0 0.19